{"formula": "C10H10Cl2N2", "method": "the ωB97M-V functional and the def2-TZVPD basis", "multiplicity": 3, "homo_ev": [-6.9, -9.3], "s2": 2.047, "symbols": ["C", "C", "H", "N", "H", "N", "Cl", "H", "H", "H", "C", "C", "C", "Cl", "C", "C", "H", "H", "H", "C", "H", "C", "C", "H"], "coordinates": [[-3.4685, -0.6761, -0.1803], [-0.6754, -0.6327, 0.1375], [-3.2113, -2.7049, -0.8079], [1.9543, 2.1947, -0.4788], [3.1030, 0.5243, -0.7928], [1.3247, 2.2607, -1.6153], [-3.7584, 1.8849, 0.6570], [1.9058, -2.1244, 1.3060], [-0.9817, 1.4073, 0.7822], [1.7280, 2.9530, 0.1550], [1.7985, 0.1103, 0.8795], [0.6911, -0.6025, 0.2821], [-2.7112, -1.8118, -0.4653], [-5.1784, -0.7034, -0.3876], [-1.4643, 0.5126, 0.4232], [2.6731, 1.0852, 0.0427], [-0.7708, -2.6829, -0.5310], [3.4799, 1.4621, 0.6747], [1.5375, 1.4398, -2.1872], [-2.8273, 0.4801, 0.2727], [2.5631, -1.6223, -0.2992], [1.9060, -1.3720, 0.5266], [-1.3498, -1.7987, -0.3133], [1.7320, 0.4166, 1.9194]]}

---

{"formula": "C36H34NO7", "method": "the ωB97M-V functional and the def2-TZVPD basis", "homo_ev": -2.4, "total_charge": -1, "symbols": ["H", "H", "C", "O", "C", "H", "H", "H", "O", "H", "C", "C", "C", "O", "H", "O", "C", "C", "H", "C", "H", "H", "N", "H", "H", "C", "H", "H", "H", "C", "C", "O", "C", "H", "C", "C", "C", "C", "C", "C", "C", "H", "H", "C", "H", "H", "C", "O", "C", "C", "H", "H", "C", "H", "H", "C", "H", "H", "H", "H", "H", "C", "H", "C", "C", "C", "H", "O", "C", "C", "C", "H", "H", "C", "C", "C", "H", "C"], "coordinates": [[3.7098, -3.0016, -4.6031], [2.5833, -2.3125, -5.7679], [-0.4035, -1.1091, 4.7327], [1.9305, -3.9867, -4.7374], [-0.8596, -1.2481, 6.1397], [0.0283, -1.3216, -0.5286], [-2.3601, 8.5968, -1.3851], [-0.4324, -4.6847, -0.4304], [-1.1680, 2.6731, -1.6817], [-4.1317, 1.4401, 3.6365], [-1.9656, 7.5922, -1.4744], [2.6344, -4.9643, -3.9923], [-0.9511, 5.0117, -1.6805], [0.6195, -1.6498, 4.3614], [-0.0582, -5.1339, -3.7424], [0.3427, -5.8960, -4.1481], [1.5651, 2.1422, -1.9204], [-3.1916, 1.0099, 3.3187], [-3.3435, -0.2733, 8.2351], [0.0332, -1.8703, -1.4956], [3.4950, -5.3512, -4.5661], [1.9658, -7.0600, -3.9216], [0.5444, -0.9399, -2.4756], [-1.9616, -1.5509, 9.8294], [0.1652, -0.5290, 2.1690], [-2.3154, 5.2102, -1.4888], [3.0072, -4.4557, -3.0865], [1.0695, -4.4646, 0.5391], [-1.8526, -1.6372, -2.5347], [-1.6564, -1.4710, 8.7937], [-0.6081, 7.3994, -1.6798], [-3.9414, 0.6092, 5.9834], [-1.2171, -0.2938, 3.7988], [3.9132, 5.1831, -2.3974], [1.0414, 3.4334, -1.9205], [-2.8892, 0.1192, 5.6157], [2.9276, 1.9520, -2.0906], [-0.0967, 6.1087, -1.7887], [1.8909, 4.5348, -2.0761], [-2.0406, -0.6421, 6.5676], [-2.4337, -0.7519, 7.8986], [0.9185, 1.2782, -1.7846], [0.1150, -2.6584, 9.0601], [-0.4876, -2.0912, 8.3619], [-2.0625, -2.0865, -0.8233], [-1.1862, 0.8029, 0.5924], [-0.7738, -0.1001, 2.4931], [2.2826, -1.8899, -3.7439], [2.6390, -2.7674, -4.7629], [0.8569, -1.6277, -3.7066], [-2.9797, 4.3596, -1.4160], [0.2443, -2.5490, -3.7403], [0.3041, -3.9534, -0.0634], [-3.3439, 1.7688, 1.3209], [-1.5934, -3.3398, -2.0641], [-0.4183, 3.6254, -1.7556], [0.8215, -2.4590, 6.7047], [-0.2335, -3.2663, 0.6081], [1.5229, -6.0551, -2.4805], [0.0545, 8.2514, -1.7522], [1.9032, -2.7598, -0.8690], [-1.5355, 0.6475, 1.6070], [3.3292, 0.9463, -2.0842], [1.6212, -6.0792, -3.5767], [-0.0892, -1.9804, 7.0385], [-2.4236, 0.2749, 4.2171], [0.5310, -0.9621, -4.5286], [2.0918, 6.8796, -2.1626], [-2.7476, 1.1939, 2.0178], [-1.4805, -2.2928, -1.7351], [3.2551, 4.3350, -2.2635], [4.8328, 2.8926, -2.4140], [-3.8818, 6.6491, -1.2329], [-2.8206, 6.4973, -1.3860], [0.9356, -3.1274, -1.2416], [1.3578, 5.9163, -2.0244], [1.0818, -3.7360, -2.1426], [3.7700, 3.0459, -2.2721]]}

---

{"formula": "C3H9N3O2", "method": "the ωB97M-V functional and the def2-TZVPD basis", "smiles": "C/C(N)=C(\\O)N(N)O", "homo_ev": -7.5, "de_lowest_kj_mol": 496.40, "symbols": ["O", "H", "H", "H", "C", "C", "H", "N", "O", "C", "N", "H", "H", "N", "H", "H", "H"], "coordinates": [[-0.3627, 0.5564, 2.0635], [-2.3657, -1.5768, -0.6695], [0.8855, -0.5042, -1.4432], [2.8540, -0.4480, 0.3883], [-1.9391, -1.0710, 0.1957], [0.0535, 0.3361, 0.7647], [-1.7801, -1.8267, 0.9667], [1.2580, 1.0015, 0.5099], [2.2949, -0.0722, -0.3019], [-0.6486, -0.3862, -0.1469], [-0.1464, -0.5665, -1.4202], [0.7448, 1.8705, -1.2369], [2.0500, 2.5338, -0.3985], [1.1596, 2.0583, -0.3250], [-0.8725, -0.1813, 2.4119], [-0.5091, -1.3670, -1.9167], [-2.6762, -0.3564, 0.5582]]}

---

{"formula": "CH3NO3S", "method": "the ωB97M-V functional and the def2-TZVPD basis", "homo_ev": [-9.4, -9.1], "de_lowest_kj_mol": 392.12, "symbols": ["H", "O", "O", "H", "C", "H", "O", "N", "S"], "coordinates": [[-1.5280, -0.8277, 0.6032], [0.3970, -0.3075, 0.8191], [1.1816, -0.4342, -2.3527], [0.4600, 2.2057, 0.7209], [0.0398, -0.3783, -2.2122], [1.1552, -0.6840, 1.4651], [-1.0964, -0.2711, -2.0266], [-0.6468, -1.0479, 1.1274], [0.0377, 1.7451, 1.8559]]}

---

{"formula": "C22H27MnO", "method": "the ωB97M-V functional and the def2-TZVPD basis", "multiplicity": 4, "homo_ev": [-1.3, -2.7], "s2": 3.803, "total_charge": -1, "symbols": ["H", "H", "C", "H", "H", "H", "H", "C", "H", "C", "H", "H", "C", "C", "C", "H", "C", "C", "C", "C", "H", "H", "C", "H", "C", "Mn", "H", "H", "C", "C", "H", "H", "C", "O", "H", "C", "C", "H", "C", "C", "C", "H", "H", "H", "H", "H", "H", "H", "H", "C", "C"], "coordinates": [[-3.2075, 1.2363, -3.1636], [-4.2378, 4.3863, -0.8320], [0.2397, 1.9002, -0.4118], [-0.4682, 2.3908, -1.0762], [3.2444, 0.6779, 0.5575], [-0.8098, 2.0445, 1.5703], [-4.3784, -1.2315, 0.0962], [0.4441, -2.4547, 4.2680], [-0.8310, -1.8303, 1.9536], [2.2109, 1.0041, 0.4586], [0.2505, 0.0713, -2.8859], [1.7499, -2.8681, 0.0195], [1.0957, -2.1875, -0.5193], [-0.3363, -2.1783, -0.4671], [1.2734, 1.1653, 1.5311], [1.4804, 0.9727, 2.5761], [1.5744, 1.4759, -0.7407], [-3.7692, -1.0277, 1.0050], [1.5047, -1.2154, -1.4976], [3.1619, -2.7137, 3.6577], [2.7228, -1.5207, 1.8871], [-4.9926, 1.6282, 0.0347], [0.0599, 1.7223, 0.9978], [2.5276, -1.0524, -1.8315], [2.3309, -2.0122, 2.7848], [0.5098, -0.1872, 0.0272], [3.2921, -3.8388, 5.5065], [-0.6158, -2.2982, 4.4972], [-0.8274, -1.1987, -1.3821], [0.3038, -0.6146, -2.0438], [-4.0881, -0.1575, 1.6280], [2.0635, 1.6090, -1.7048], [2.6386, -3.2931, 4.8245], [-2.8510, -1.7674, 1.3360], [-0.9578, -2.8438, 0.1227], [0.9518, -1.8884, 3.0685], [1.2738, -3.1547, 5.1324], [-2.4832, 4.1376, -1.0122], [0.0120, -1.1711, 2.2151], [-3.6681, 2.3958, -1.4282], [-4.5074, 1.4651, -0.9312], [-3.3472, 3.4874, 0.4065], [4.2271, -2.7926, 3.4267], [-1.8757, -1.0217, -1.6205], [-0.3763, -0.2930, 2.7657], [0.8659, -3.5818, 6.0522], [-4.7129, 0.5350, -1.4596], [-1.9036, 2.3452, -2.7080], [-3.3594, 2.9836, -3.4752], [-2.9955, 2.2326, -2.7598], [-3.4146, 3.6703, -0.6744]]}